(1)
19
Properties=species:S:1:pos:R:3:nbo_charge:R:1 method="wB97M-V/def2-TZVPD" smiles="CCN1C=CN(C)N1" de_lowest_kcal_mol=106.6
N -0.91 0.67 0.45 -0.313
N 1.18 -0.16 0.60 -0.312
N -0.15 -0.19 1.28 -0.284
C 0.00 1.61 -0.10 -0.092
C 1.40 -1.38 -0.23 -0.218
C -2.21 1.07 0.95 -0.427
C 0.54 -1.36 -1.62 -0.635
C 1.21 1.11 -0.01 -0.130
H -2.80 0.11 1.13 0.215
H -2.92 1.63 0.11 0.224
H 1.96 1.63 -0.60 0.223
H -0.03 0.28 2.14 0.315
H -2.09 1.58 1.93 0.174
H -0.43 -1.61 -1.40 0.206
H -0.19 2.56 -0.40 0.209
H 0.99 -2.29 -2.10 0.208
H 0.55 -0.40 -2.07 0.213
H 2.50 -1.53 -0.35 0.204
H 0.85 -2.27 0.37 0.219

***

(2)
43
Properties=species:S:1:pos:R:3:nbo_charge:R:1 method="wB97M-V/def2-TZVPD" de_lowest_kcal_mol=310.4
O -0.27 -0.30 -1.13 -0.719
O -2.54 2.29 1.18 -0.486
O -0.48 -3.00 2.40 -0.753
O 2.13 1.42 -0.62 -0.883
O 0.72 0.47 0.54 -1.037
O 3.07 -1.88 2.34 -0.739
O -3.92 3.79 -0.01 -0.584
O -2.36 2.44 -1.00 -0.498
O 1.32 0.39 -2.17 -0.775
C 0.27 -1.60 -1.53 -0.343
C -3.02 2.92 0.06 0.974
C -1.68 1.21 0.84 0.057
C -2.28 -0.21 1.33 -0.665
C 0.54 1.28 -2.97 -0.307
C 2.59 -0.54 2.26 -0.296
C -0.39 -2.01 1.33 -0.253
C -1.49 1.43 -0.68 -0.066
H 1.80 1.54 -1.51 0.496
H 2.89 0.85 -0.73 0.490
H 0.77 -0.18 -1.64 0.466
H 0.73 -1.46 -2.51 0.233
H -0.41 -2.46 -1.56 0.226
H 3.35 0.21 2.09 0.149
H 1.80 -0.50 1.51 0.226
H -2.04 -1.12 0.77 0.197
H -0.27 1.69 -2.37 0.168
H 0.06 0.78 -3.81 0.184
H -1.94 -0.71 2.23 0.240
H -0.04 -1.00 1.55 0.228
H 2.14 -0.22 3.20 0.174
H 0.29 -0.10 -0.09 0.440
H 1.20 2.10 -3.22 0.204
H 3.26 -2.20 1.46 0.456
H -3.36 -0.28 1.44 0.225
H 1.24 1.08 0.01 0.444
H 1.01 -1.77 -0.75 0.224
H -0.45 1.54 -0.98 0.210
H -1.27 -2.03 0.69 0.150
H -1.96 0.54 -1.11 0.118
H 0.34 -3.19 2.87 0.487
H -1.09 -0.19 -1.62 0.530
H -0.68 1.40 1.23 0.269
H 0.40 -2.40 0.69 0.137

***

(3)
14
Properties=species:S:1:pos:R:3:nbo_charge:R:1 method="wB97M-V/def2-TZVPD" total_charge=+1 de_lowest_kcal_mol=52.9
N -0.65 -1.03 -1.40 -0.389
C -1.40 -1.45 -0.44 0.143
C 1.63 0.93 2.40 -0.856
C -0.77 0.29 -2.20 -0.392
H -1.79 0.64 -2.31 0.251
H -0.34 0.92 -1.43 0.238
H -2.44 -1.13 -0.50 0.228
H 0.94 0.53 3.20 0.220
H 0.97 0.94 1.51 0.175
H 2.47 0.26 2.21 0.219
H -0.14 0.14 -3.06 0.255
H 2.06 1.89 2.75 0.242
H -0.89 -1.77 0.46 0.244
H 0.34 -1.15 -1.16 0.422

***

(4)
56
Properties=species:S:1:pos:R:3:lowdin_spin:R:1 method="wB97M-V/def2-TZVPD" multiplicity=6 de_lowest_kcal_mol=52.8 s2=8.758
Sm -0.21 -0.57 -0.42 5.055
Cl 0.28 -3.28 -0.35 -0.001
S -1.69 0.03 -2.74 0.000
S -1.94 2.24 -1.44 0.000
F -1.42 -0.32 -5.33 0.000
F -3.79 0.76 -0.34 0.000
F -4.58 2.56 -1.22 0.000
F -3.48 -0.29 -4.69 0.000
F -3.59 2.64 0.69 0.000
F -2.25 -2.02 -4.30 0.000
O -0.35 -2.60 0.76 -0.008
O -2.20 -0.80 -1.68 -0.003
O 0.02 -4.65 -0.30 -0.001
O -0.26 -2.69 -1.54 -0.005
O 1.66 -2.99 -0.28 0.001
O -1.70 3.62 -1.60 -0.001
O -0.25 0.02 -2.78 -0.003
O -1.01 1.43 -0.68 -0.006
N 2.73 1.35 -0.20 0.003
N -1.97 -0.49 1.41 -0.008
N 0.98 1.82 1.28 -0.004
N -1.04 1.40 2.38 -0.001
N 2.14 -0.48 -1.48 -0.011
N -2.31 1.47 -2.78 0.000
C -2.02 0.47 2.39 0.000
C 2.42 -1.28 -2.52 0.000
C 0.16 1.07 2.02 -0.001
C 2.77 -2.14 2.75 0.000
C 4.56 -0.29 -2.87 0.000
C -4.12 -0.35 3.19 0.000
C 1.65 -2.10 3.57 -0.001
C 1.94 -0.31 1.49 -0.003
C -2.25 -0.69 -4.37 0.000
C 0.80 -0.26 2.32 -0.002
C -2.99 -1.36 1.34 0.000
C 0.64 -1.17 3.36 0.000
C -3.10 0.56 3.28 0.000
C 3.60 -1.24 -3.23 0.000
C -3.57 2.07 -0.50 0.000
C 4.30 0.55 -1.82 0.000
C 1.93 1.02 0.77 -0.001
C -4.06 -1.34 2.21 0.000
C 2.92 -1.27 1.69 0.000
C 3.08 0.44 -1.13 0.000
H 1.58 -2.77 4.42 0.000
H 5.00 1.31 -1.50 0.000
H 3.76 -1.92 -4.05 0.000
H -3.10 1.35 4.02 0.000
H 3.56 -2.86 2.96 0.000
H 1.64 -1.98 -2.80 0.000
H 5.49 -0.22 -3.42 0.000
H -2.93 -2.08 0.54 0.000
H -0.22 -1.13 4.01 0.000
H -4.85 -2.06 2.09 0.000
H 3.81 -1.30 1.07 0.000
H -4.96 -0.31 3.87 0.000

***

(5)
15
Properties=species:S:1:pos:R:3:nbo_charge:R:1 method="wB97M-V/def2-TZVPD" de_lowest_kcal_mol=65.1
F 2.09 -0.12 1.33 -0.350
N -2.62 -0.31 0.82 -0.651
N -0.50 -1.30 0.13 -0.651
C 0.62 1.33 0.02 -0.180
C 1.49 -0.01 0.12 0.179
C -0.78 1.21 -0.06 -0.289
C -1.37 -0.10 0.40 0.389
C 0.77 -1.16 -0.48 -0.266
H -2.87 0.69 0.87 0.333
H 0.98 2.35 -0.38 0.222
H -1.28 2.09 -0.47 0.234
H 0.83 -0.92 -1.60 0.202
H -1.26 -1.98 -0.07 0.420
H 2.45 0.29 -0.51 0.175
H 1.44 -2.05 -0.12 0.233

***

(6)
140
Properties=species:S:1:pos:R:3:lowdin_charge:R:1 method="wB97M-V/def2-TZVPD" de_lowest_kcal_mol=34.6
O 8.65 17.28 14.33 0.077
O 23.41 21.94 20.26 -0.008
O 7.30 17.94 16.09 -0.007
O 15.24 22.18 15.09 0.036
O 13.95 35.39 17.79 0.072
O 15.43 24.28 15.66 0.052
O 15.74 34.56 16.66 -0.033
O 14.18 25.45 21.67 0.081
O 26.51 23.07 9.89 0.028
O 15.00 21.21 27.03 0.085
O 15.91 16.21 19.27 0.060
O 13.51 14.17 10.83 0.059
O 26.28 25.25 9.20 0.004
O 22.49 23.74 19.13 0.065
O 21.93 18.39 10.27 0.049
O 14.75 27.65 21.43 -0.014
O 6.04 25.98 15.99 0.037
O 13.69 14.14 12.99 0.047
O 20.72 20.12 10.56 0.050
O 17.26 15.47 20.91 0.039
O 12.54 23.54 7.80 0.051
O 13.98 19.80 25.56 -0.023
O 14.23 22.51 8.82 0.040
O 19.89 31.59 12.35 -0.006
O 7.41 27.58 16.47 0.061
O 19.69 29.33 12.59 0.090
N 21.30 19.34 9.81 -0.437
N 15.81 23.11 15.68 -0.429
N 13.84 14.67 11.89 -0.440
N 7.18 26.43 16.14 -0.418
N 13.47 23.49 8.63 -0.412
N 16.19 15.57 20.29 -0.416
C 13.92 26.65 21.63 -0.549
C 19.42 33.11 10.57 -0.055
C 17.09 22.67 16.31 0.042
C 14.95 20.65 25.96 -0.501
C 16.05 20.87 24.91 0.023
C 8.30 25.50 15.71 0.037
C 25.71 24.71 11.44 0.011
C 14.56 32.79 15.41 -0.077
C 14.33 16.08 11.88 0.042
C 12.51 27.16 21.55 0.013
C 21.21 19.60 8.36 0.038
C 26.18 24.29 10.08 -0.514
C 12.78 19.64 26.26 -0.229
C 26.73 24.93 7.86 -0.203
C 7.63 17.79 14.79 -0.515
C 22.80 20.90 18.05 -0.047
C 19.23 31.70 11.11 -0.229
C 20.15 30.42 12.89 -0.545
C 9.25 18.46 17.38 -0.077
C 22.65 20.94 19.62 -0.209
C 15.12 14.77 20.98 0.031
C 13.63 24.56 9.64 0.027
C 16.13 27.43 21.55 -0.219
C 28.23 24.96 7.71 -0.069
C 21.20 30.51 13.97 0.013
C 8.19 17.44 17.08 -0.236
C 15.09 34.19 15.42 -0.229
C 23.99 24.18 20.89 0.015
C 6.59 18.34 13.85 0.015
C 23.18 23.24 20.02 -0.518
C 11.66 20.31 25.43 -0.058
C 15.16 35.15 17.75 -0.492
C 16.82 28.79 21.79 -0.062
C 16.15 35.36 18.83 0.010
H 20.32 33.59 10.93 0.081
H 22.06 31.14 13.74 0.083
H 8.50 25.68 14.65 0.097
H 16.61 29.14 22.81 0.076
H 28.51 24.53 6.75 0.081
H 10.69 20.39 25.93 0.071
H 26.02 24.00 12.21 0.087
H 20.61 20.50 8.19 0.097
H 9.86 18.20 18.25 0.080
H 8.76 19.42 17.57 0.079
H 19.73 30.96 10.50 0.120
H 16.43 29.51 21.07 0.074
H 15.38 32.07 15.34 0.074
H 9.92 18.66 16.54 0.078
H 20.69 30.91 14.85 0.088
H 28.62 25.97 7.69 0.077
H 14.67 14.28 20.11 0.094
H 13.92 25.42 9.04 0.097
H 22.30 20.01 17.66 0.072
H 12.87 19.97 27.29 0.118
H 22.49 21.86 17.63 0.062
H 16.41 27.09 20.55 0.133
H 16.31 26.83 22.44 0.129
H 24.51 24.84 20.20 0.090
H 9.28 25.63 16.16 0.093
H 12.19 27.40 22.57 0.087
H 21.61 21.07 19.90 0.117
H 5.83 18.98 14.31 0.082
H 15.58 14.00 21.60 0.093
H 14.42 24.43 10.37 0.097
H 20.71 18.76 7.87 0.101
H 14.41 15.36 21.55 0.100
H 18.61 33.78 10.85 0.070
H 16.97 20.32 25.10 0.086
H 17.86 23.16 15.72 0.106
H 12.56 18.57 26.31 0.117
H 26.20 24.06 7.47 0.125
H 23.85 20.69 17.88 0.071
H 17.89 28.72 21.60 0.075
H 16.20 21.94 25.04 0.083
H 22.94 20.00 20.09 0.117
H 11.55 19.80 24.47 0.074
H 21.62 29.53 14.22 0.086
H 16.02 36.31 19.35 0.095
H 7.16 18.90 13.11 0.088
H 15.71 20.75 23.88 0.079
H 12.30 28.08 20.99 0.089
H 18.20 31.34 11.11 0.127
H 15.37 16.09 11.53 0.102
H 17.05 22.93 17.37 0.098
H 17.14 35.27 18.40 0.087
H 24.69 23.68 21.56 0.083
H 16.09 34.56 19.57 0.095
H 26.18 25.65 11.71 0.084
H 24.63 24.80 11.53 0.089
H 11.88 26.32 21.29 0.087
H 11.83 21.37 25.24 0.074
H 15.78 34.34 14.60 0.118
H 6.11 17.52 13.31 0.090
H 14.22 34.80 15.16 0.116
H 17.13 21.58 16.32 0.095
H 8.64 16.49 16.78 0.124
H 7.65 17.31 18.01 0.121
H 13.90 32.65 14.55 0.082
H 23.24 24.76 21.44 0.090
H 26.38 25.80 7.30 0.118
H 14.10 16.53 12.84 0.097
H 22.22 19.70 7.96 0.103
H 28.76 24.38 8.47 0.082
H 14.03 32.60 16.35 0.083
H 12.68 24.73 10.15 0.100
H 19.38 33.00 9.48 0.077
H 7.95 24.48 15.86 0.093
H 13.71 16.62 11.16 0.095

***

(7)
19
Properties=species:S:1:pos:R:3:nbo_charge:R:1 method="wB97M-V/def2-TZVPD" smiles="C=CCC.C=O.O" de_lowest_kcal_mol=52.6
O -2.76 0.98 0.68 -0.548
O -0.40 0.21 1.91 -0.959
C -0.59 0.16 -1.58 -0.456
C -2.85 0.07 -0.11 0.293
C 0.32 -0.42 -0.80 -0.113
C 2.37 -0.51 0.74 -0.604
C 1.63 0.19 -0.40 -0.455
H 1.90 -0.32 1.71 0.222
H -3.39 0.20 -1.07 0.122
H -0.53 1.21 -1.85 0.199
H -1.41 -0.41 -2.01 0.193
H 1.52 1.26 -0.21 0.203
H -2.44 -0.93 0.08 0.131
H 2.26 0.12 -1.30 0.219
H 0.12 0.98 1.68 0.460
H 0.17 -1.46 -0.50 0.197
H -1.30 0.48 1.66 0.487
H 3.41 -0.18 0.78 0.207
H 2.37 -1.59 0.59 0.203

***

(8)
66
Properties=species:S:1:pos:R:3:nbo_charge:R:1 method="wB97M-V/def2-TZVPD" total_charge=-1 total_energy_ha=-2649.4188
S -1.93 1.56 -1.38 -0.603
S 0.52 0.39 3.51 -0.223
Mg -0.23 0.45 0.38 1.763
O 1.23 -0.79 0.95 -0.760
O 0.64 0.08 -1.42 -0.674
O 0.63 -0.08 -3.61 -0.711
O -0.07 2.18 0.79 -0.938
O -1.17 2.71 2.65 -0.679
N -2.39 -1.43 -1.55 -0.784
N 1.79 -1.37 1.99 -0.006
N 4.79 -0.94 -4.31 -0.829
N -1.78 -1.06 0.65 -0.621
N 3.40 0.89 -4.69 -0.808
N 0.46 -2.64 -1.07 -0.854
N 2.51 -1.18 -4.95 -0.627
C -3.88 -2.11 0.19 -0.304
C -3.92 4.96 -0.83 -0.217
C -3.40 3.80 -1.35 -0.290
C 0.99 -2.13 -2.32 -0.155
C 3.18 -3.12 2.79 -0.314
C -1.03 2.73 1.43 0.770
C -2.58 4.65 1.13 -0.160
C 0.72 -0.62 -2.41 0.835
C 0.94 -2.97 -4.85 -0.410
C 3.54 -0.47 -4.65 0.624
C 0.38 -3.02 -3.42 -0.404
C 2.92 -2.74 4.12 -0.198
C 1.52 -0.93 3.28 -0.004
C -2.45 3.03 -0.66 0.003
C -4.11 -2.29 1.53 -0.143
C 2.43 -2.61 -4.95 -0.238
C 2.12 -1.66 4.33 -0.255
C -3.14 -1.88 2.44 -0.319
C -2.03 3.49 0.60 -0.241
C -2.68 -1.50 -0.23 0.434
C 2.61 -2.39 1.77 0.018
C -3.52 5.39 0.43 -0.289
C -2.01 -1.25 1.94 0.066
H 0.45 -1.89 -0.37 0.410
H -0.69 -2.80 -3.43 0.232
H -1.70 -0.72 -1.77 0.407
H 3.82 -3.95 2.56 0.208
H 1.14 -0.61 -4.30 0.505
H 1.89 -1.31 5.33 0.228
H 3.00 -3.08 -4.14 0.171
H -3.28 -2.00 3.50 0.217
H 0.77 -3.95 -5.30 0.206
H -3.18 -1.44 -2.18 0.386
H 5.55 -0.29 -4.35 0.391
H 2.43 1.20 -4.63 0.420
H -4.65 5.53 -1.38 0.188
H -1.25 -0.88 2.61 0.233
H -5.03 -2.74 1.87 0.205
H 2.79 -2.62 0.73 0.207
H 4.02 1.43 -4.11 0.382
H 0.40 -2.25 -5.46 0.210
H 2.83 -3.01 -5.89 0.186
H 3.34 -3.30 4.94 0.205
H 2.10 -2.20 -2.36 0.186
H 1.02 -3.39 -0.70 0.350
H 0.49 -4.04 -3.05 0.206
H -2.27 4.94 2.12 0.216
H -4.61 -2.40 -0.55 0.203
H 5.01 -1.88 -4.60 0.395
H -3.72 3.45 -2.32 0.202
H -3.93 6.29 0.86 0.189

***

(9)
59
Properties=species:S:1:pos:R:3:nbo_charge:R:1 method="wB97M-V/def2-TZVPD" de_lowest_kcal_mol=0.0
O -0.60 2.05 -2.20 -1.005
O -4.40 -0.16 -1.56 -0.994
O 4.06 -1.01 1.98 -0.981
O 2.20 1.67 -2.36 -1.015
O -3.69 1.71 0.43 -1.020
O -2.59 0.62 -3.48 -0.985
O -4.73 -0.45 1.98 -0.964
O 1.78 2.54 0.20 -1.008
O 2.28 1.10 2.36 -1.015
O -1.08 2.44 0.48 -1.060
O -0.49 1.14 2.82 -0.780
O 3.43 -0.80 -2.58 -0.991
O 4.79 0.00 -0.44 -0.978
N -1.64 -0.80 1.94 -0.681
C 0.63 -1.64 1.17 -0.429
C -0.79 -1.95 1.65 -0.218
C 0.00 -1.42 -1.31 -0.400
C -1.28 -0.02 3.11 0.087
C 0.71 -0.81 -0.11 -0.416
C 0.65 -2.72 -1.78 -0.618
H -3.91 1.19 -0.38 0.502
H -4.13 1.18 1.15 0.510
H 1.23 1.64 -2.43 0.497
H 2.14 1.62 1.50 0.521
H -1.05 -1.61 -1.10 0.192
H -2.19 0.41 3.53 0.172
H -1.32 -2.55 0.92 0.198
H -0.63 2.97 -2.51 0.493
H 2.01 2.26 -0.72 0.515
H -0.78 -0.68 3.81 0.167
H -1.78 -0.18 1.15 0.379
H -2.06 2.32 0.43 0.528
H -3.89 -0.77 2.36 0.494
H 4.07 -0.77 -3.29 0.481
H 0.02 -0.70 -2.14 0.201
H 1.77 -0.69 -0.37 0.211
H 4.32 0.85 -0.36 0.478
H 3.91 -0.64 -1.75 0.505
H 2.67 1.75 2.95 0.491
H 3.55 -1.82 1.93 0.478
H -0.79 2.10 -1.22 0.523
H 1.13 -1.10 1.98 0.198
H -2.19 -0.07 -4.01 0.481
H -4.77 -0.89 1.12 0.483
H 3.41 -0.28 2.18 0.510
H 0.28 0.18 0.07 0.202
H 1.15 -2.58 1.03 0.205
H -3.72 0.08 -2.24 0.511
H 0.20 -3.11 -2.69 0.207
H 0.58 -3.51 -1.03 0.192
H -0.74 -2.53 2.57 0.194
H 0.81 2.61 0.27 0.502
H 4.63 -0.46 0.41 0.511
H -1.85 1.11 -3.06 0.511
H 1.71 -2.57 -1.98 0.227
H -5.23 0.11 -1.95 0.476
H 0.46 0.90 2.69 0.508
H 2.58 0.76 -2.44 0.508
H -0.83 1.99 1.33 0.510

***

(10)
12
Properties=species:S:1:pos:R:3:lowdin_spin:R:1 method="wB97M-V/def2-TZVPD" total_charge=+1 multiplicity=3 de_lowest_kcal_mol=27.1 s2=2.006
F 2.58 0.28 -0.01 0.006
F -0.38 1.20 -1.83 0.008
N -1.67 -0.77 1.42 1.065
N 0.14 0.14 0.26 0.092
C -0.93 -0.93 0.47 0.639
C 0.41 1.20 -0.77 0.048
C 1.39 0.09 -0.54 0.017
H -0.96 -1.80 -0.26 0.070
H -2.59 -1.20 1.62 0.044
H 1.45 -0.89 -1.12 0.001
H 0.34 2.17 -0.37 0.002
H 0.22 0.50 1.14 0.008

***

What did the seventh record say?
19
Properties=species:S:1:pos:R:3:nbo_charge:R:1 method="wB97M-V/def2-TZVPD" smiles="C=CCC.C=O.O" de_lowest_kcal_mol=52.6
O -2.76 0.98 0.68 -0.548
O -0.40 0.21 1.91 -0.959
C -0.59 0.16 -1.58 -0.456
C -2.85 0.07 -0.11 0.293
C 0.32 -0.42 -0.80 -0.113
C 2.37 -0.51 0.74 -0.604
C 1.63 0.19 -0.40 -0.455
H 1.90 -0.32 1.71 0.222
H -3.39 0.20 -1.07 0.122
H -0.53 1.21 -1.85 0.199
H -1.41 -0.41 -2.01 0.193
H 1.52 1.26 -0.21 0.203
H -2.44 -0.93 0.08 0.131
H 2.26 0.12 -1.30 0.219
H 0.12 0.98 1.68 0.460
H 0.17 -1.46 -0.50 0.197
H -1.30 0.48 1.66 0.487
H 3.41 -0.18 0.78 0.207
H 2.37 -1.59 0.59 0.203